Arrangement i

{
  "formula": "C2H2N2O4",
  "method": "wB97M-V/def2-TZVPD",
  "species": ["O", "O", "O", "O", "N", "N", "C", "C", "H", "H"],
  "positions_angstrom": [[-2.071, 1.248, -0.151], [1.676, -1.004, 0.119], [2.112, -0.529, -2.021], [0.261, 0.260, -0.939], [0.476, -0.891, 0.924], [-1.481, 0.287, 0.717], [1.418, -0.453, -1.080], [-0.345, 0.010, 0.205], [0.766, -0.451, 1.833], [-2.813, 1.523, 0.393]],
  "lowdin_charge": [-0.051, 0.086, 0.221, 0.208, 0.130, 0.084, -0.524, -0.411, 0.171, 0.087],
  "spin_multiplicity": 1,
  "homo_ev": -9.68
}

Arrangement ii

{
  "formula": "C2H2N2O4",
  "method": "wB97M-V/def2-TZVPD",
  "species": ["O", "O", "O", "O", "N", "N", "C", "C", "H", "H"],
  "positions_angstrom": [[-1.423, 0.846, 2.405], [0.395, 2.773, -1.177], [-0.825, 2.909, 2.119], [1.692, 2.770, 0.552], [-0.879, 1.755, 1.883], [0.770, 2.358, -0.108], [-0.061, 0.010, 0.103], [0.026, 1.267, 0.449], [-0.676, -0.661, 0.683], [0.466, -0.398, -0.744]],
  "lowdin_charge": [0.109, 0.122, 0.129, 0.122, -0.319, -0.398, 0.126, -0.068, 0.084, 0.092],
  "spin_multiplicity": 1,
  "homo_ev": -11.35
}

Energies relative to the most stable structure are arrangement i 0.000; arrangement ii 4.179, reported in eV.

Arrangement i

{
  "formula": "CH3ClN2O2",
  "method": "wB97M-V/def2-TZVPD",
  "species": ["Cl", "O", "O", "N", "N", "C", "H", "H", "H"],
  "positions_angstrom": [[-3.604, 0.189, 0.042], [0.260, -0.708, -0.120], [-1.035, 1.137, 0.209], [-1.101, -0.046, -0.014], [-2.221, -0.731, -0.152], [1.741, -0.051, -0.007], [1.608, 0.908, 0.495], [2.284, -0.775, 0.577], [2.068, 0.077, -1.030]],
  "lowdin_charge": [0.625, -0.134, -0.030, -0.370, -0.398, 0.083, 0.072, 0.077, 0.075],
  "spin_multiplicity": 1,
  "homo_ev": -9.83
}

Arrangement ii

{
  "formula": "CH3ClN2O2",
  "method": "wB97M-V/def2-TZVPD",
  "species": ["Cl", "O", "O", "N", "N", "C", "H", "H", "H"],
  "positions_angstrom": [[3.506, -1.565, 0.094], [3.613, 0.996, -0.587], [1.377, 1.583, 0.200], [2.646, 0.462, -0.114], [2.169, -0.530, 0.409], [0.037, 1.183, 0.228], [-0.218, 1.856, 0.934], [0.029, 0.091, 0.862], [-0.832, 0.924, -0.385]],
  "lowdin_charge": [0.665, 0.066, -0.124, -0.409, -0.277, -0.166, 0.038, 0.127, 0.079],
  "spin_multiplicity": 1,
  "homo_ev": -10.42
}

Energies relative to the most stable structure are arrangement i 0.000; arrangement ii 1.310, reported in eV.

Arrangement i

{
  "formula": "CH3ClN2O2",
  "method": "wB97M-V/def2-TZVPD",
  "species": ["Cl", "O", "O", "N", "N", "C", "H", "H", "H"],
  "positions_angstrom": [[-0.977, -1.925, -0.153], [-0.232, 1.337, -1.533], [0.676, 2.832, -0.783], [0.365, 2.705, 0.310], [-0.542, 0.878, -0.359], [0.003, -0.451, 0.061], [0.318, -0.260, 1.003], [0.945, -0.744, -0.509], [-1.477, 1.048, -0.169]],
  "lowdin_charge": [0.550, -0.178, 0.021, 0.147, -0.225, -0.550, 0.030, 0.104, 0.102],
  "spin_multiplicity": 1,
  "homo_ev": [-8.80, -8.79]
}

Arrangement ii

{
  "formula": "CH3ClN2O2",
  "method": "wB97M-V/def2-TZVPD",
  "species": ["Cl", "O", "O", "N", "N", "C", "H", "H", "H"],
  "positions_angstrom": [[2.511, 0.020, -0.158], [-1.496, 1.611, -0.306], [-2.017, -1.608, -0.242], [-0.255, 1.115, -0.202], [-0.169, -0.041, 0.148], [0.956, -0.817, 0.289], [0.845, -1.700, -0.345], [1.043, -1.134, 1.331], [-1.418, 2.554, -0.515]],
  "lowdin_charge": [0.501, 0.016, -0.073, -0.046, -0.095, -0.587, 0.083, 0.089, 0.112],
  "spin_multiplicity": 1,
  "homo_ev": [-10.02, -10.03]
}

Arrangement iii

{
  "formula": "CH3ClN2O2",
  "method": "wB97M-V/def2-TZVPD",
  "species": ["Cl", "O", "O", "N", "N", "C", "H", "H", "H"],
  "positions_angstrom": [[-2.389, -0.327, 0.090], [1.730, -1.693, 0.243], [1.773, 1.360, 0.165], [0.423, -1.232, 0.093], [0.317, -0.007, 0.001], [-0.825, 0.736, 0.124], [1.883, -2.616, -0.005], [-0.920, 1.374, 1.009], [-0.751, 1.418, -0.624]],
  "lowdin_charge": [0.479, 0.024, -0.207, 0.049, -0.117, -0.501, 0.115, 0.104, 0.054],
  "spin_multiplicity": 1,
  "homo_ev": [-10.35, -10.35]
}

Energies relative to the most stable structure are arrangement i 0.000; arrangement ii 1.902; arrangement iii 2.324, reported in eV.

Arrangement i

{
  "formula": "C5H6N2",
  "method": "wB97M-V/def2-TZVPD",
  "species": ["N", "N", "C", "C", "C", "C", "C", "H", "H", "H", "H", "H", "H"],
  "positions_angstrom": [[-2.602, -0.697, -0.541], [0.884, 0.456, -0.901], [0.925, -0.840, -0.196], [0.241, 1.028, 0.311], [-0.624, 0.711, -0.830], [-1.483, -0.457, -0.741], [0.595, -0.186, 1.162], [-1.087, 1.499, -1.422], [0.403, 2.065, 0.581], [1.735, -1.540, -0.416], [1.416, 0.069, 1.840], [-0.203, -1.416, -0.558], [-0.201, -0.693, 1.712]],
  "lowdin_charge": [0.195, 0.030, -0.161, -0.225, -0.213, -0.279, -0.101, 0.149, 0.137, 0.109, 0.111, 0.143, 0.106],
  "spin_multiplicity": 1,
  "homo_ev": -9.91
}

Arrangement ii

{
  "formula": "C5H6N2",
  "method": "wB97M-V/def2-TZVPD",
  "species": ["N", "N", "C", "C", "C", "C", "C", "H", "H", "H", "H", "H", "H"],
  "positions_angstrom": [[0.241, -1.216, 1.731], [1.437, 0.244, -0.145], [0.121, 0.538, -0.521], [2.084, -0.877, -0.312], [-0.818, 0.676, 0.696], [-0.752, -0.695, 1.287], [2.857, -1.808, -0.529], [3.413, -2.754, -0.471], [-0.585, 1.335, 1.532], [-0.415, -0.212, -1.111], [-1.768, 1.013, 0.394], [0.150, 1.448, -1.194], [-1.706, -1.356, 1.307]],
  "lowdin_charge": [0.196, 0.055, -0.267, -0.260, -0.165, -0.338, 0.133, 0.044, 0.116, 0.114, 0.088, 0.139, 0.145],
  "spin_multiplicity": 1,
  "homo_ev": [-8.92, -9.09]
}

Energies relative to the most stable structure are arrangement i 0.000; arrangement ii 1.696, reported in eV.

Arrangement i

{
  "formula": "C5H6N2",
  "method": "wB97M-V/def2-TZVPD",
  "species": ["N", "N", "C", "C", "C", "C", "C", "H", "H", "H", "H", "H", "H"],
  "positions_angstrom": [[0.780, -1.340, 1.469], [-0.677, -0.805, -0.372], [-1.653, 0.235, -0.667], [0.889, 0.808, 0.629], [-0.618, -0.172, -1.684], [1.418, 1.878, 0.423], [0.345, -0.479, 0.608], [-2.640, -0.203, -0.645], [0.205, 0.512, -1.898], [0.302, -2.196, 1.427], [-1.666, 1.208, -0.193], [1.766, 2.896, 0.329], [-0.972, -0.823, -2.550]],
  "lowdin_charge": [0.178, -0.057, -0.136, -0.101, -0.119, 0.157, -0.416, 0.096, 0.098, 0.031, 0.102, 0.044, 0.123],
  "spin_multiplicity": 1,
  "homo_ev": -9.90
}

Arrangement ii

{
  "formula": "C5H6N2",
  "method": "wB97M-V/def2-TZVPD",
  "species": ["N", "N", "C", "C", "C", "C", "C", "H", "H", "H", "H", "H", "H"],
  "positions_angstrom": [[-0.151, 2.801, 0.894], [-1.257, -0.963, 1.006], [0.707, 0.367, 0.372], [-0.227, -0.620, 0.212], [0.840, -1.128, -1.961], [0.285, 1.742, 0.681], [-0.019, -1.441, -1.007], [-1.882, -1.759, 0.775], [-0.434, -2.426, -1.029], [1.782, 0.183, 0.394], [-1.535, -0.368, 1.781], [1.372, -0.119, -2.232], [1.033, -1.896, -2.768]],
  "lowdin_charge": [0.090, 0.149, -0.122, -0.367, 0.017, -0.256, -0.143, 0.130, 0.089, 0.102, 0.122, 0.114, 0.076],
  "spin_multiplicity": 1,
  "homo_ev": -8.02
}

Arrangement iii

{
  "formula": "C5H6N2",
  "method": "wB97M-V/def2-TZVPD",
  "species": ["N", "N", "C", "C", "C", "C", "C", "H", "H", "H", "H", "H", "H"],
  "positions_angstrom": [[-2.333, 0.300, -0.815], [0.203, 0.481, 1.159], [0.590, -1.064, -0.401], [-0.568, -0.854, 0.600], [0.075, 1.421, 0.042], [1.087, 0.327, -0.043], [-1.757, -0.440, -0.131], [2.158, 0.514, 0.022], [1.285, -1.829, -0.044], [0.331, -1.275, -1.441], [0.359, 2.464, 0.174], [-0.745, -1.598, 1.387], [-0.908, 1.384, -0.458]],
  "lowdin_charge": [0.166, 0.040, -0.100, -0.204, -0.132, -0.240, -0.182, 0.127, 0.112, 0.112, 0.112, 0.135, 0.055],
  "spin_multiplicity": 1,
  "homo_ev": -9.78
}

Arrangement iv

{
  "formula": "C5H6N2",
  "method": "wB97M-V/def2-TZVPD",
  "species": ["N", "N", "C", "C", "C", "C", "C", "H", "H", "H", "H", "H", "H"],
  "positions_angstrom": [[-2.560, -0.227, 0.998], [1.046, -0.727, 0.404], [-0.412, -1.147, 0.298], [0.285, -0.603, -0.871], [0.398, 0.918, -0.868], [-1.402, -0.310, 0.960], [0.859, 0.722, 0.589], [-0.292, 0.792, 1.294], [-0.507, 1.522, -0.962], [0.503, -1.252, -1.712], [-0.672, -2.201, 0.358], [1.622, 1.286, 1.130], [1.133, 1.228, -1.619]],
  "lowdin_charge": [0.195, 0.027, -0.221, -0.218, -0.103, -0.280, -0.160, 0.152, 0.105, 0.137, 0.148, 0.108, 0.111],
  "spin_multiplicity": 1,
  "homo_ev": -9.89
}

Energies relative to the most stable structure are arrangement i 1.384; arrangement ii 0.000; arrangement iii 0.806; arrangement iv 1.831, reported in eV.

Arrangement i

{
  "formula": "C5H6N2",
  "method": "wB97M-V/def2-TZVPD",
  "species": ["N", "N", "C", "C", "C", "C", "C", "H", "H", "H", "H", "H", "H"],
  "positions_angstrom": [[-0.869, 1.064, -0.542], [1.529, -0.217, 1.265], [1.382, 0.075, -0.221], [0.009, -0.111, -0.837], [-1.663, 0.311, 0.127], [1.505, 0.981, 0.898], [-0.996, -1.018, -0.067], [2.249, -0.155, -0.839], [1.479, 1.980, 1.316], [-2.557, 0.641, 0.661], [0.088, -0.308, -1.911], [-0.602, -1.509, 0.828], [-1.555, -1.734, -0.678]],
  "lowdin_charge": [0.093, 0.153, -0.247, -0.308, -0.151, -0.109, -0.101, 0.115, 0.116, 0.105, 0.133, 0.099, 0.104],
  "spin_multiplicity": 1,
  "homo_ev": -9.78
}

Arrangement ii

{
  "formula": "C5H6N2",
  "method": "wB97M-V/def2-TZVPD",
  "species": ["N", "N", "C", "C", "C", "C", "C", "H", "H", "H", "H", "H", "H"],
  "positions_angstrom": [[1.356, 1.066, -0.407], [-0.252, -2.069, 1.472], [-0.080, 0.877, -0.885], [0.809, -1.515, 1.092], [0.575, 2.044, -0.331], [-0.953, -0.062, -0.067], [-0.241, -1.387, 0.111], [1.806, -1.288, 1.449], [0.595, 3.073, 0.009], [-0.184, 0.793, -1.968], [-1.156, 0.359, 0.925], [-1.921, -0.197, -0.566], [-0.242, -2.050, -0.757]],
  "lowdin_charge": [0.148, 0.146, -0.282, -0.128, -0.103, -0.160, -0.303, 0.110, 0.110, 0.116, 0.116, 0.109, 0.121],
  "spin_multiplicity": 1,
  "homo_ev": -9.80
}

Arrangement iii

{
  "formula": "C5H6N2",
  "method": "wB97M-V/def2-TZVPD",
  "species": ["N", "N", "C", "C", "C", "C", "C", "H", "H", "H", "H", "H", "H"],
  "positions_angstrom": [[-1.004, 2.030, 0.270], [2.049, 0.257, -1.398], [-0.835, 0.837, -0.087], [1.588, 0.124, -0.340], [-2.598, -0.900, -0.830], [-1.627, -0.198, -0.319], [2.176, -0.564, 1.053], [3.205, -0.864, 0.866], [-0.684, 2.740, -0.382], [2.189, 0.283, 1.733], [-2.810, -0.938, -1.895], [1.683, -1.390, 1.552], [-3.333, -1.416, -0.222]],
  "lowdin_charge": [0.136, 0.127, -0.235, -0.244, -0.008, -0.105, -0.021, 0.060, 0.066, 0.052, 0.059, 0.059, 0.053],
  "spin_multiplicity": 1,
  "homo_ev": -8.63
}

Energies relative to the most stable structure are arrangement i 0.000; arrangement ii 0.688; arrangement iii 1.935, reported in eV.

Arrangement i

{
  "formula": "C5H6N2",
  "method": "wB97M-V/def2-TZVPD",
  "species": ["N", "N", "C", "C", "C", "C", "C", "H", "H", "H", "H", "H", "H"],
  "positions_angstrom": [[-0.035, -0.504, -0.197], [1.501, 0.301, 1.367], [0.613, 0.557, 0.237], [1.092, -0.980, 1.557], [-0.314, 1.591, -0.654], [-0.918, 0.172, -1.224], [0.303, -1.440, 0.521], [0.168, 2.062, -1.385], [-1.043, 2.243, -0.044], [-0.746, -0.026, -2.304], [-1.998, 0.089, -0.803], [1.614, -1.640, 2.356], [-0.238, -2.426, 0.572]],
  "lowdin_charge": [-0.102, 0.098, -0.221, -0.208, -0.003, -0.018, -0.205, 0.021, 0.125, 0.117, 0.138, 0.124, 0.134],
  "spin_multiplicity": 1,
  "homo_ev": -8.09
}

Arrangement ii

{
  "formula": "C5H6N2",
  "method": "wB97M-V/def2-TZVPD",
  "species": ["N", "N", "C", "C", "C", "C", "C", "H", "H", "H", "H", "H", "H"],
  "positions_angstrom": [[2.293, 0.203, 1.785], [-0.171, 1.030, -0.810], [-1.073, 0.527, 0.720], [1.130, 0.365, -0.550], [1.742, 0.284, 0.774], [-0.065, -0.428, -0.920], [-0.905, -0.916, 0.238], [-0.331, 1.307, 0.647], [-1.861, -1.327, -0.125], [1.855, 0.580, -1.332], [-0.106, -0.863, -1.910], [-0.437, -1.673, 0.879], [-2.071, 0.912, 0.604]],
  "lowdin_charge": [0.163, 0.030, 0.030, -0.254, -0.187, -0.282, -0.141, 0.055, 0.115, 0.145, 0.132, 0.110, 0.084],
  "spin_multiplicity": 1,
  "homo_ev": -9.22
}

Energies relative to the most stable structure are arrangement i 0.000; arrangement ii 1.598, reported in eV.

Arrangement i

{
  "formula": "C5H6N2",
  "method": "wB97M-V/def2-TZVPD",
  "species": ["N", "N", "C", "C", "C", "C", "C", "H", "H", "H", "H", "H", "H"],
  "positions_angstrom": [[1.415, -1.623, 0.778], [-1.033, 0.376, 0.937], [-1.052, -0.893, 0.461], [1.030, 0.779, 0.433], [-0.958, 0.189, -0.549], [1.566, -0.441, 0.748], [0.395, 0.756, -0.962], [1.224, 1.685, 0.995], [-1.811, -1.643, 0.668], [-1.834, 0.501, -1.119], [0.259, 1.771, -1.349], [0.970, 0.179, -1.698], [0.071, -1.590, 0.771]],
  "lowdin_charge": [0.153, 0.109, -0.214, -0.092, -0.274, -0.212, -0.139, 0.113, 0.122, 0.120, 0.109, 0.113, 0.092],
  "spin_multiplicity": 1,
  "homo_ev": -9.28
}

Arrangement ii

{
  "formula": "C5H6N2",
  "method": "wB97M-V/def2-TZVPD",
  "species": ["N", "N", "C", "C", "C", "C", "C", "H", "H", "H", "H", "H", "H"],
  "positions_angstrom": [[0.205, -0.528, -0.963], [1.479, -0.200, -0.491], [-0.830, 0.476, -0.789], [2.147, -1.025, 0.114], [-0.990, 2.361, 1.037], [-0.971, -0.922, -0.194], [-1.047, 1.539, 0.181], [-1.651, 0.375, -1.625], [-0.874, -1.031, 0.944], [1.796, -1.988, 0.474], [-1.534, -1.781, -0.609], [-0.917, 3.330, 1.574], [3.187, -0.606, 0.346]],
  "lowdin_charge": [-0.092, -0.030, -0.281, -0.078, 0.098, -0.120, -0.119, 0.165, 0.131, 0.073, 0.104, 0.054, 0.095],
  "spin_multiplicity": 1,
  "homo_ev": -9.08
}

Arrangement iii

{
  "formula": "C5H6N2",
  "method": "wB97M-V/def2-TZVPD",
  "species": ["N", "N", "C", "C", "C", "C", "C", "H", "H", "H", "H", "H", "H"],
  "positions_angstrom": [[1.361, 1.282, 0.175], [0.031, -0.513, 0.196], [1.256, -0.992, -0.151], [2.070, 0.115, -0.094], [-1.421, -0.581, 0.060], [-1.427, 0.973, 0.110], [0.141, 0.816, 0.252], [-1.706, -1.001, -0.913], [3.138, 0.134, -0.249], [1.400, -2.022, -0.410], [-1.703, 1.422, -0.845], [-1.239, 1.526, 1.015], [-1.901, -1.159, 0.854]],
  "lowdin_charge": [0.104, -0.062, -0.072, -0.152, -0.078, -0.022, -0.357, 0.121, 0.091, 0.100, 0.108, 0.106, 0.113],
  "spin_multiplicity": 1,
  "homo_ev": -8.41
}

Arrangement iv

{
  "formula": "C5H6N2",
  "method": "wB97M-V/def2-TZVPD",
  "species": ["N", "N", "C", "C", "C", "C", "C", "H", "H", "H", "H", "H", "H"],
  "positions_angstrom": [[-0.634, 0.184, 1.015], [2.478, -1.479, 0.803], [-1.125, -0.941, 0.213], [0.752, 0.477, 0.529], [-1.117, 0.396, -0.393], [0.265, 0.755, -0.917], [1.724, -0.607, 0.703], [-2.026, 0.957, -0.594], [-0.420, -1.702, -0.121], [0.667, 0.120, -1.711], [-2.070, -1.326, 0.585], [0.379, 1.805, -1.192], [1.125, 1.371, 1.033]],
  "lowdin_charge": [0.008, 0.155, -0.113, -0.292, -0.232, -0.076, -0.176, 0.132, 0.112, 0.115, 0.111, 0.110, 0.144],
  "spin_multiplicity": 1,
  "homo_ev": -9.91
}

Energies relative to the most stable structure are arrangement i 3.032; arrangement ii 3.388; arrangement iii 0.466; arrangement iv 0.000, reported in eV.